Model i:
Computed, not measured: the molecule CH2BrCl2P, with ωB97M-V/def2-TZVPD.

Each atom is followed by the atoms it is bonded to, with distances in Å.
CARTESIAN COORDINATES (ANGSTROEM)
1 C -0.418 1.095 0.567  P2 1.703, H6 1.054, H7 1.085
2 P 0.110 -0.404 -0.046  C1 1.703, Cl3 2.007, Cl4 1.977, Br5 2.404
3 Cl 1.845 -0.757 0.898  P2 2.007
4 Cl -0.986 -1.957 0.501  P2 1.977
5 Br 0.511 -1.384 -2.203  P2 2.404
6 H 0.175 1.931 0.322  C1 1.054
7 H -1.236 1.475 -0.038  C1 1.085

As for the HOMO-LUMO gap: 0.30938 Ha. The SMILES is C=P(Cl)(Cl)Br.

Model ii:
Computed, not measured: a 2-piece molecular cluster, CH2BrCl2P overall, with ωB97M-V/def2-TZVPD.

Each atom is followed by the atoms it is bonded to, with distances in Å.
CARTESIAN COORDINATES (ANGSTROEM)
1 C 1.640 0.026 0.215  Br5 1.868, H6 1.023, H7 1.109
2 P -1.592 0.636 0.699  Cl3 2.008, Cl4 2.040
3 Cl -1.673 0.761 -1.304  P2 2.008
4 Cl -2.376 -1.246 0.781  P2 2.040
5 Br 1.256 -1.070 -1.249  C1 1.868
6 H 1.894 0.955 -0.131  C1 1.023
7 H 0.852 -0.063 0.989  C1 1.109

As for the HOMO-LUMO gap (spin up / spin down): 0.28796 / 0.27530 Ha.

Q: What are the energies relative to the best structure? A: model i 0.000; model ii 1.521, in eV.